This record from the OMol25 dataset describes C26H28Cr2N5O as an isolated structure in a non-equilibrium geometry. The level of theory is wB97M-V/def2-TZVPD.

Each line ends with the Löwdin charge.
CARTESIAN COORDINATES (ANGSTROEM)
1 Cr -0.51815 -2.81786 -2.84465  0.99
2 Cr 1.39395 -0.46881 -4.15800  0.90
3 C 0.02219 0.06875 -1.14310  -0.20
4 O 0.51587 -0.88537 -2.05554  -0.47
5 H 0.66972 0.21798 -0.27908  0.06
6 H -0.03194 1.05090 -1.61274  0.08
7 H -0.95892 -0.29105 -0.83315  0.06
8 N 3.46990 -1.05010 -3.28854  -0.05
9 C 4.42854 -1.78315 -3.95056  -0.13
10 C 5.76000 -1.82033 -3.62203  -0.03
11 C 6.16318 -1.21990 -2.39988  0.00
12 C 5.18233 -0.68145 -1.58204  -0.02
13 C 3.85122 -0.64358 -2.03744  -0.10
14 H 4.15017 -2.21399 -4.90097  0.11
15 H 6.44115 -2.29080 -4.31565  0.12
16 H 7.21413 -1.29656 -2.16314  0.12
17 H 5.46527 -0.19068 -0.66254  0.12
18 H 3.04381 -0.24989 -1.43786  0.09
19 N -3.22003 5.21910 -3.12581  0.07
20 C -4.04876 4.74988 -2.14822  -0.12
21 C -3.86465 3.48457 -1.57863  -0.06
22 C -2.83155 2.65602 -2.07026  -0.08
23 C -2.05883 3.16633 -3.11561  -0.12
24 C -2.19998 4.42973 -3.62259  -0.12
25 H -4.89655 5.33978 -1.83253  0.11
26 H -4.55933 3.13707 -0.82826  0.10
27 H -2.56938 1.70474 -1.63124  0.07
28 H -1.32619 2.47824 -3.51079  0.07
29 H -1.48834 4.84992 -4.31786  0.11
30 N -1.60258 -3.00072 -0.86328  -0.07
31 C -2.86528 -2.45285 -0.90552  -0.12
32 C -3.63355 -2.22574 0.23835  -0.03
33 C -3.12288 -2.55366 1.47193  -0.05
34 C -1.90261 -3.18227 1.53452  -0.02
35 C -1.17558 -3.45154 0.34821  -0.07
36 H -3.33489 -2.22176 -1.85022  0.11
37 H -4.66226 -1.89941 0.19750  0.13
38 H -3.59033 -2.39101 2.43185  0.13
39 H -1.63994 -3.44054 2.54976  0.12
40 H -0.20505 -3.92269 0.29836  0.11
41 N -1.27156 2.73653 4.37144  0.08
42 C -1.37317 3.44398 3.24070  -0.15
43 C -1.46486 2.91759 1.98049  -0.09
44 C -1.49210 1.53911 1.82330  -0.07
45 C -1.41860 0.67395 2.99607  -0.05
46 C -1.34250 1.37348 4.24365  -0.13
47 H -1.50680 4.50995 3.35134  0.11
48 H -1.48286 3.64356 1.18108  0.10
49 H -1.62228 1.21145 0.80246  0.06
50 H -1.39713 -0.40584 2.99323  0.07
51 H -1.32032 0.78183 5.14690  0.10
52 N 2.15558 -2.73884 2.07468  0.04
53 C 2.13286 -1.47724 1.60170  -0.18
54 C 1.84763 -0.39356 2.39976  -0.09
55 C 1.68278 -0.52187 3.80547  -0.04
56 C 1.67636 -1.86447 4.28075  -0.04
57 C 1.93499 -2.92800 3.38670  -0.14
58 H 2.13781 -1.45249 0.52199  0.07
59 H 1.76043 0.59308 1.96925  0.09
60 H 1.42027 0.37992 4.33862  0.10
61 H 1.45616 -1.99876 5.32950  0.10
62 H 2.02340 -3.93067 3.77817  0.10

Total charge: +2
Spin multiplicity: 10
Calculated total energy in eV: -93736.57809

This record from the OMol25 dataset describes C26H28FMnNOP2 as an isolated structure in a non-equilibrium geometry. The level of theory is wB97M-V/def2-TZVPD.

Each line ends with the Löwdin charge.
CARTESIAN COORDINATES (ANGSTROEM)
1 C 2.86971 2.56972 -2.18148  0.02
2 C 1.90865 2.11111 -1.28229  -0.22
3 C 0.59714 1.84459 -1.73082  -0.17
4 C 0.31543 1.92559 -3.13161  -0.12
5 C 1.33698 2.35331 -4.02692  0.02
6 C 2.60122 2.65464 -3.55706  -0.03
7 C -0.96695 1.49788 -3.49182  0.12
8 C -2.03445 1.59515 -2.59292  -0.14
9 C -1.66696 1.59923 -1.20743  -0.18
10 C -2.64150 1.72608 -0.18838  -0.21
11 C -3.97875 1.81944 -0.54640  0.01
12 C -4.36420 1.81663 -1.89526  -0.02
13 C -3.41895 1.72634 -2.90524  0.03
14 H 3.86891 2.81544 -1.81049  0.14
15 H 1.11262 2.42687 -5.09091  0.13
16 H 3.39831 2.96096 -4.23976  0.13
17 H -1.19848 1.34820 -4.53845  0.15
18 H -4.72728 1.90913 0.24409  0.14
19 H -5.42706 1.92003 -2.12917  0.13
20 H -3.72353 1.79143 -3.95211  0.14
21 N -0.35519 1.26343 -0.88539  -0.01
22 Mn -0.15772 -0.59987 0.00769  0.26
23 C 2.30441 1.67718 0.09896  -0.24
24 H 1.71827 2.17632 0.87990  0.11
25 H 3.37939 1.82424 0.27295  0.11
26 C -2.22660 1.61534 1.26486  -0.25
27 H -1.42591 2.33602 1.50510  0.11
28 H -3.10799 1.72976 1.92166  0.11
29 P 2.01222 -0.13895 0.20718  0.84
30 P -1.55166 -0.06821 1.63210  0.88
31 C -3.17012 -0.96824 1.56189  -0.18
32 H -3.06088 -2.02891 1.82210  0.05
33 H -3.88136 -0.48784 2.25461  0.08
34 H -3.54410 -0.91318 0.52817  0.06
35 C -1.16412 0.06436 3.43431  -0.19
36 H -2.07113 0.34510 3.99641  0.08
37 H -0.78249 -0.88490 3.83604  0.05
38 H -0.38179 0.82483 3.58167  0.06
39 C 3.54491 -0.74386 -0.58364  -0.19
40 H 4.37658 -0.06168 -0.35968  0.07
41 H 3.79595 -1.75113 -0.23231  0.06
42 H 3.41786 -0.79369 -1.66958  0.06
43 C 2.51755 -0.28137 1.96942  -0.18
44 H 2.44918 -1.31153 2.32287  0.05
45 H 3.55197 0.05669 2.09731  0.08
46 H 1.88305 0.32990 2.61835  0.05
47 C -1.11926 -1.40041 -1.28585  -0.08
48 O -1.82149 -1.54375 -2.21740  0.19
49 H 1.09249 -0.55906 -1.36967  0.16
50 F 1.92155 -5.41120 3.37330  0.07
51 C 1.35336 -4.45502 2.56386  -0.22
52 C 1.97560 -4.13267 1.35982  0.03
53 C 1.40903 -3.10316 0.58055  -0.14
54 C 0.28356 -2.35725 0.99884  -0.27
55 C -0.34455 -2.80072 2.15699  -0.14
56 C 0.18089 -3.82992 2.96580  0.03
57 H 2.86584 -4.66980 1.03351  0.14
58 H 1.87055 -2.87426 -0.38293  0.09
59 H -1.27597 -2.35045 2.50792  0.04
60 H -0.32272 -4.13392 3.88674  0.14

Total charge: +2
Spin multiplicity: 4
Calculated total energy in eV: -83552.02919

This record from the OMol25 dataset describes C26H28FN5O5S as an isolated structure. The level of theory is wB97M-V/def2-TZVPD.

Each line ends with the Löwdin charge.
CARTESIAN COORDINATES (ANGSTROEM)
1 C -7.22296 -3.57095 -0.28526  -0.07
2 C -5.87788 -3.07424 0.22090  -0.27
3 O -5.78551 -1.69751 -0.08750  -0.05
4 C -4.65916 -1.01922 0.25134  -0.27
5 C -3.56003 -1.56477 0.90527  0.00
6 C -2.46423 -0.77087 1.19457  -0.02
7 C -2.42471 0.56745 0.83217  -0.18
8 C -3.53554 1.11320 0.19725  -0.01
9 C -4.63521 0.33429 -0.08902  0.01
10 H -5.49749 0.75261 -0.58334  0.12
11 H -3.54427 2.15943 -0.06689  0.12
12 C -1.22601 1.41828 1.18500  -0.11
13 N 0.02189 0.65386 1.11048  0.05
14 C 0.28504 -0.13717 0.03376  -0.43
15 O -0.42029 -0.10786 -0.98080  0.04
16 C 1.37247 -1.09150 0.11248  -0.31
17 C 1.78359 -1.87744 -0.97048  -0.26
18 N 1.34683 -1.78934 -2.23043  0.18
19 H 1.68644 -2.48703 -2.87901  0.09
20 H 0.52281 -1.23229 -2.39930  0.09
21 C 2.79334 -2.79586 -0.53837  -0.26
22 N 3.10108 -2.73422 0.73892  -0.26
23 S 2.26122 -1.59580 1.51974  1.12
24 C 3.42456 -3.78206 -1.43868  -0.48
25 O 3.10822 -3.89169 -2.61285  0.05
26 N 4.36216 -4.54466 -0.84620  0.18
27 H 4.56899 -4.40644 0.12794  0.09
28 H 4.84380 -5.24884 -1.37865  0.12
29 C 0.96088 0.89997 2.13310  -0.23
30 C 0.63813 0.69334 3.47078  -0.02
31 C 1.54654 0.99181 4.46928  -0.07
32 C 2.79199 1.50703 4.15208  -0.07
33 C 3.13686 1.71778 2.82862  0.00
34 C 2.22298 1.41785 1.83827  -0.25
35 F 2.57135 1.60374 0.55170  0.09
36 H 4.09685 2.12177 2.54997  0.12
37 H 3.49639 1.74617 4.93293  0.11
38 H 1.27812 0.82208 5.50025  0.11
39 H -0.33156 0.29002 3.72114  0.13
40 C -1.13688 2.73170 0.36768  -0.45
41 O -1.15808 3.80955 0.92653  0.08
42 N -1.06816 2.54586 -0.95395  0.10
43 H -1.01290 1.58753 -1.29079  0.10
44 C -0.97451 3.63341 -1.89302  -0.10
45 H -0.78975 4.53971 -1.31110  0.13
46 H -1.92145 3.74247 -2.43741  0.13
47 C 0.15516 3.44325 -2.91706  -0.31
48 H 0.19923 4.36248 -3.52129  0.15
49 C -0.02748 2.21426 -3.82611  -0.12
50 H -0.49432 2.47944 -4.77229  0.12
51 H -0.64133 1.46003 -3.33277  0.10
52 C 1.40226 1.70126 -3.98504  -0.14
53 H 1.45812 0.63604 -4.19532  0.10
54 C 1.98995 2.05944 -2.62246  -0.20
55 H 3.07341 2.18662 -2.62548  0.13
56 O 1.41277 3.30230 -2.27354  -0.09
57 H 1.72846 1.29562 -1.87949  0.10
58 H 1.91910 2.25140 -4.77234  0.11
59 H -1.32427 1.74457 2.22791  0.16
60 H -1.62387 -1.21794 1.70785  0.12
61 H -3.54257 -2.60311 1.19707  0.10
62 H -5.06182 -3.62580 -0.26661  0.13
63 H -5.80320 -3.22350 1.30736  0.13
64 H -7.29332 -3.42004 -1.35887  0.08
65 H -8.02606 -3.01872 0.19479  0.08
66 H -7.33410 -4.62870 -0.06451  0.08

Total charge: 0
Relative energy (zero: lowest compared OMol25 entry of this formula, charge and spin) in kcal/mol: 5.30
Calculated total energy in eV: -58659.00960